<w>
DFT (ωB97M-V/def2-TZVPD) results for a structure of composition C6H13NO4S.

The geometry in XYZ format:
```
25
Properties=species:S:1:pos:R:3:mulliken_charge:R:1
S -0.179 2.464 -1.449 1.11
O 0.355 1.227 -2.002 -0.51
O -1.625 2.075 -0.608 -0.46
O 0.790 0.130 0.260 -0.35
O -0.834 3.553 -2.286 -0.63
N 0.779 3.064 -0.295 -0.56
C -0.588 0.002 0.011 0.54
C 1.451 -1.047 -0.290 -0.56
C -0.064 -2.193 1.076 -1.13
C 0.824 -2.530 -0.253 -0.48
C -1.100 -1.241 0.735 -0.59
C -1.152 1.298 0.453 -0.88
H 0.265 3.791 0.211 0.30
H -2.075 1.115 1.098 0.44
H -0.767 -0.206 -1.069 0.47
H -0.388 -3.225 1.403 0.35
H 2.405 -1.129 0.440 0.28
H 1.633 -3.211 0.051 0.35
H -1.533 -1.162 1.822 0.24
H 2.026 -0.748 -1.349 0.23
H 1.402 2.191 0.129 0.43
H 0.362 -1.806 1.888 0.56
H -1.792 -1.727 0.055 0.33
H 0.102 -2.514 -1.189 0.27
H -0.299 1.830 1.157 0.25
```

Values from the calculation:
Lowest unoccupied orbital energy in eV: 0.474
HOMO-LUMO gap in eV: 10.17
Spin multiplicity: 1

=====

<x>
DFT (ωB97M-V/def2-TZVPD) results for a cluster of 2 separate species, C6H13NO4S in total.

The geometry in XYZ format:
```
25
Properties=species:S:1:pos:R:3:mulliken_charge:R:1
S -1.295 2.550 -0.552 -0.21
O -2.736 -1.738 -1.062 -0.48
O -3.386 0.805 -0.472 -0.49
O -2.207 1.030 1.352 -0.47
O -1.856 -2.170 1.033 -0.60
N 0.390 -0.750 0.431 -0.28
C 2.861 1.258 0.585 -1.18
C 1.727 -0.900 -0.175 -0.81
C 2.361 0.415 -0.627 -0.29
C -1.720 -1.541 -0.199 0.04
C -2.403 1.249 0.062 0.65
C -0.705 -0.738 -0.506 -0.48
H 3.604 0.669 1.042 0.34
H 3.230 0.259 -1.247 0.37
H 0.559 0.077 1.045 0.13
H -3.573 -2.246 -0.614 0.39
H -1.217 2.022 -1.813 0.16
H 1.593 0.988 -1.172 0.19
H -1.011 -2.107 1.390 0.38
H 2.386 -1.427 0.607 0.27
H 2.078 1.546 1.308 0.37
H 3.236 2.159 0.113 0.33
H -0.674 -0.141 -1.354 0.83
H 1.548 -1.612 -0.956 0.45
H -2.792 0.344 1.780 0.39
```

Values from the calculation:
Lowest unoccupied orbital energy in eV: 0.512
HOMO-LUMO gap in eV: 8.88
Structure (SMILES): CCCNC=C(O)O.O=C(O)S
Spin multiplicity: 1

=====

The data favor <x>; the next most stable structure lies 353.1 kJ/mol above it.

=====

<w>
DFT (ωB97M-V/def2-TZVPD) results for the molecule C3H9O2PS.

The geometry in XYZ format:
```
16
Properties=species:S:1:pos:R:3:mulliken_charge:R:1
S -1.317 0.265 -0.474 -0.24
P -2.331 -0.995 1.258 0.24
O -2.849 0.263 2.038 -0.41
O 0.949 -0.456 -1.948 -0.32
C -0.406 -0.217 -2.151 -0.35
C 1.755 0.593 -1.540 -0.60
C -0.751 -1.422 2.201 -0.84
H -0.610 0.867 -2.578 0.21
H -1.036 -1.138 3.246 0.27
H -0.873 -0.929 -2.991 0.33
H 2.816 0.078 -1.594 0.19
H 1.498 0.945 -0.587 0.33
H 1.747 1.479 -2.298 0.26
H 0.141 -0.955 1.779 0.25
H -2.308 1.053 2.099 0.33
H -0.628 -2.453 2.206 0.35
```

Values from the calculation:
Lowest unoccupied orbital energy in eV: 0.625
HOMO-LUMO gap in eV: 9.23
Structure (SMILES): COCSP(C)O
Spin multiplicity: 1

=====

<x>
DFT (ωB97M-V/def2-TZVPD) results for the molecule C3H9O2PS.

The geometry in XYZ format:
```
16
Properties=species:S:1:pos:R:3:mulliken_charge:R:1
S -0.696 0.894 -0.618 0.54
P 0.881 0.069 0.641 0.20
O -1.380 1.909 0.137 -0.50
O -1.665 -0.843 -0.244 -0.47
C 1.337 -1.165 -0.605 -0.94
C 2.196 1.365 0.286 -1.11
C -2.901 -0.796 0.523 -0.51
H -2.753 -1.369 1.352 0.25
H 0.523 -1.785 -0.810 0.39
H 1.531 -0.764 -1.757 0.25
H -3.080 0.338 0.624 0.20
H 2.309 -1.471 -0.274 0.36
H 2.395 1.960 1.158 0.34
H 1.926 1.981 -0.585 0.31
H 3.061 0.931 0.145 0.43
H -3.684 -1.254 0.026 0.24
```

Values from the calculation:
Lowest unoccupied orbital energy in eV: -0.034
HOMO-LUMO gap in eV: 9.04
Structure (SMILES): COS(=O)#P(C)C
Spin multiplicity: 1

=====

<y>
DFT (ωB97M-V/def2-TZVPD) results for a cluster of 2 separate species, C3H9O2PS in total.

The geometry in XYZ format:
```
16
Properties=species:S:1:pos:R:3:mulliken_charge:R:1
S 3.081 0.064 -0.169 -0.21
P -1.136 -0.150 -0.106 0.90
O -2.718 -0.184 0.124 -0.53
O -0.495 -1.474 -0.213 -0.66
C 3.207 -1.525 0.037 -0.31
C -1.012 0.998 -1.574 -1.13
C -0.553 0.774 1.393 -0.91
H -0.379 1.757 -1.339 0.41
H 3.648 -2.103 -0.672 0.27
H 0.496 0.897 1.119 0.23
H -1.912 1.522 -1.846 0.36
H -2.823 -0.745 0.882 0.32
H -1.279 1.516 1.627 0.34
H 2.907 -1.984 0.874 0.26
H -0.400 0.131 2.323 0.31
H -0.631 0.505 -2.459 0.34
```

Values from the calculation:
Lowest unoccupied orbital energy in eV: -0.326
HOMO-LUMO gap in eV: 8.57
Structure (SMILES): CP(C)(=O)O.C=S
Spin multiplicity: 1

=====

The data favor <y>; the next most stable structure lies 182.2 kJ/mol above it.

=====

<w>
DFT (ωB97M-V/def2-TZVPD) results for a cluster of 6 separate species, H12O6 in total.

The geometry in XYZ format:
```
18
Properties=species:S:1:pos:R:3:mulliken_charge:R:1
O 2.347 -3.899 2.204 -0.62
O -6.700 -1.452 0.867 -0.63
O 4.531 -2.730 0.743 -0.61
O 1.665 3.644 0.380 -0.68
O -1.221 1.791 -5.038 -0.66
O -0.572 2.423 0.885 -0.03
H 2.607 3.627 0.611 0.37
H -6.470 -2.200 1.420 0.33
H -5.944 -0.975 0.526 0.30
H 0.333 2.927 0.688 0.49
H -1.067 2.310 -5.829 0.33
H 2.425 -4.758 1.769 0.32
H 3.738 -3.225 0.514 0.33
H 4.090 -1.947 1.088 0.28
H 1.610 -4.045 2.809 0.30
H -0.918 2.875 1.706 0.48
H -2.145 1.688 -4.811 0.33
H 1.691 3.945 -0.531 0.37
```

Values from the calculation:
Lowest unoccupied orbital energy (alpha / beta) in eV: -4.653 / -11.509
Total charge: +1
⟨S²⟩: 0.75
HOMO-LUMO gap (alpha / beta) in eV: 8.35 / 1.49
Spin multiplicity: 2

=====

<x>
DFT (ωB97M-V/def2-TZVPD) results for a cluster of 6 separate species, H12O6 in total.

The geometry in XYZ format:
```
18
Properties=species:S:1:pos:R:3:mulliken_charge:R:1
O 0.472 2.390 7.331 -0.64
O -5.923 -1.310 -2.549 -0.41
O -0.811 -4.134 0.413 -0.27
O -0.976 5.376 -1.227 -0.65
O 2.092 -3.341 -1.213 -0.64
O 4.399 0.601 -2.068 -0.64
H 0.100 -3.787 0.663 0.43
H 1.342 2.582 6.959 0.32
H 4.762 0.175 -2.864 0.32
H 3.585 0.869 -2.515 0.32
H -6.532 -0.701 -2.112 0.40
H -6.144 -2.245 -2.441 0.40
H 2.729 -2.634 -1.369 0.33
H 0.011 3.145 6.942 0.32
H -0.360 -4.489 -0.418 0.43
H 2.498 -4.187 -1.399 0.34
H -1.218 6.292 -1.050 0.33
H -0.027 5.398 -1.082 0.32
```

Values from the calculation:
Lowest unoccupied orbital energy (alpha / beta) in eV: -3.271 / -12.051
Total charge: +1
⟨S²⟩: 0.76
HOMO-LUMO gap (alpha / beta) in eV: 9.67 / 0.89
Spin multiplicity: 2

=====

The data favor <w>; the next most stable structure lies 84.1 kJ/mol above it.

=====

<w>
DFT (ωB97M-V/def2-TZVPD) results for the molecule C19H23N3O4S.

The geometry in XYZ format:
```
50
Properties=species:S:1:pos:R:3:mulliken_charge:R:1
S 1.181 0.299 -2.718 -0.32
O 4.961 -1.154 -0.182 -0.66
O 1.300 0.987 0.343 -0.15
O 2.215 -2.600 -1.396 -0.35
O 0.751 -2.599 0.302 -0.73
N -0.841 1.547 -1.723 -0.65
N 3.054 -1.064 1.035 -0.04
N 0.721 2.973 -2.723 -0.47
C -2.311 -1.172 0.179 -0.38
C -3.491 -1.489 0.824 -1.12
C -3.458 0.546 -1.039 -0.77
C -0.096 -0.620 -1.960 1.13
C 0.999 -2.478 -0.875 0.95
C 3.277 0.258 1.568 -1.32
C -4.669 -0.805 0.547 1.07
C 3.872 -1.597 0.110 0.78
C 1.254 2.633 2.071 -0.62
C 2.576 2.698 1.300 -0.79
C -1.061 0.218 -1.480 -0.34
C 2.640 1.318 0.644 0.23
C 0.438 1.576 1.305 -0.49
C 3.310 -2.882 -0.525 -0.66
C -2.285 -0.158 -0.776 0.32
C -4.632 0.222 -0.389 -0.69
C 0.271 1.754 -2.327 0.61
C -5.946 -1.177 1.237 -1.44
C -0.013 -2.113 -1.939 -1.36
H -6.380 -2.061 0.767 0.27
H 2.989 -3.575 0.259 0.34
H 0.278 3.760 -2.278 0.27
H -5.765 -1.412 2.284 0.36
H 0.334 -2.485 -2.904 0.41
H 3.185 1.311 -0.306 0.50
H 2.840 0.307 2.567 0.35
H -5.535 0.774 -0.610 0.34
H 3.433 2.888 1.941 0.40
H -1.403 -1.693 0.440 0.59
H 0.048 0.800 1.975 0.24
H 1.704 3.061 -2.914 0.25
H -0.403 2.008 0.756 0.28
H 4.078 -3.334 -1.154 0.32
H 1.423 2.316 3.100 0.31
H -6.672 -0.370 1.176 0.37
H 2.116 -1.438 1.128 0.29
H -3.497 -2.277 1.563 0.41
H 0.744 3.594 2.092 0.37
H 2.532 3.470 0.531 0.28
H -0.986 -2.535 -1.689 0.44
H 4.355 0.425 1.623 0.42
H -3.433 1.347 -1.762 0.45
```

Values from the calculation:
Lowest unoccupied orbital energy in eV: 0.585
HOMO-LUMO gap in eV: 8.33
Structure (SMILES): Cc1ccc(-c2nc(N)sc2CC(=O)OCC(=O)NC[C@@H]2CCCO2)cc1
Spin multiplicity: 1

=====

<x>
DFT (ωB97M-V/def2-TZVPD) results for the molecule C19H23N3O4S.

The geometry in XYZ format:
```
50
Properties=species:S:1:pos:R:3:mulliken_charge:R:1
S 0.710 -1.654 -0.452 1.45
O -3.030 -0.175 0.884 -0.79
O 0.844 -2.825 -1.274 -0.88
O 1.569 0.611 1.706 -0.63
O -0.458 -0.838 -0.669 -0.33
N -0.689 0.836 1.539 -0.03
N -2.377 1.193 -0.819 0.06
N 0.819 -2.148 1.145 0.11
C -0.740 2.057 0.858 0.33
C -3.009 -3.053 -0.385 -0.63
C -1.568 3.426 -0.935 -0.41
C 3.396 -1.191 -0.393 -0.58
C 0.779 -3.563 1.422 -1.14
C -3.572 -0.800 -1.378 -0.71
C 0.072 3.115 1.255 -0.37
C -2.952 0.075 -0.307 0.53
C 0.206 -1.309 2.153 -0.42
C 4.532 -0.419 -0.567 -0.69
C 2.164 -0.645 -0.685 0.12
C -1.578 2.208 -0.257 0.26
C 4.419 0.883 -1.028 -0.44
C -0.762 4.471 -0.529 -0.66
C 2.037 0.646 -1.155 0.13
C 3.175 1.416 -1.324 -0.78
C 0.067 4.313 0.569 -0.83
C -4.124 -2.108 -0.813 -0.76
C 0.446 0.153 1.780 -0.11
H -2.488 1.304 -1.818 0.29
H 5.305 1.487 -1.153 0.39
H 3.449 -2.204 -0.028 0.41
H -2.345 -3.275 -1.218 0.26
H 5.504 -0.829 -0.335 0.39
H -0.869 -1.519 2.252 0.26
H -4.759 -1.882 0.046 0.31
H 1.053 1.036 -1.363 0.41
H -2.415 -2.593 0.399 -0.12
H -2.201 3.544 -1.804 0.42
H -3.425 -3.986 -0.009 0.44
H 1.079 -4.081 0.515 0.40
H -4.372 -0.234 -1.866 0.44
H 0.703 -1.516 3.107 0.46
H -1.576 0.316 1.507 0.28
H 0.725 2.965 2.098 0.45
H -0.776 5.402 -1.075 0.41
H -0.227 -3.894 1.702 0.34
H 3.088 2.433 -1.677 0.42
H -4.740 -2.589 -1.576 0.38
H -2.796 -1.018 -2.114 0.43
H 0.710 5.119 0.888 0.41
H 1.474 -3.797 2.231 0.32
```

Values from the calculation:
Lowest unoccupied orbital energy in eV: 0.670
HOMO-LUMO gap in eV: 9.08
Structure (SMILES): CCCC(=O)Nc1ccccc1NC(=O)CN(C)S(=O)(=O)c1ccccc1
Spin multiplicity: 1

=====

The data favor <w>; the next most stable structure lies 74.9 kJ/mol above it.